C11H38N6O8 | the ωB97M-V functional and the def2-TZVPD basis

Geometry as XYZ:
```
63
Properties=species:S:1:pos:R:3:mulliken_charge:R:1
O 2.9083 1.4253 -0.7856 -0.659
O -0.3357 -4.4577 1.8354 -0.595
O 0.7543 3.5493 3.6534 -0.670
O 0.7453 -2.0017 2.0334 -0.910
O -2.0597 -1.3527 3.6694 -0.580
O -1.3507 3.9083 1.8964 -0.605
O 0.9463 0.0683 -2.1656 -0.757
O 0.5683 -1.9497 -4.0946 -0.646
N 1.3353 -1.8137 -0.1756 -0.113
N 1.8153 3.3173 0.0434 -0.133
N 0.8903 0.0913 0.9404 0.961
N 0.4073 1.2273 3.3704 -0.313
N 2.3343 2.0693 2.8034 -0.457
N 1.9523 3.0663 -2.1596 -0.285
C 0.9813 -1.2317 0.9324 0.325
C 0.7953 -3.0377 -3.3006 0.861
C -1.3487 2.7643 1.0664 0.151
C -1.9417 3.1093 -0.2706 -0.873
C -2.3437 -0.8677 2.3614 0.288
C 2.2373 2.6073 -0.9546 0.500
C -1.4217 -0.1757 -1.5566 -0.096
C -0.7917 -4.4927 0.4654 -0.480
C -0.3027 0.5603 -2.3596 -0.191
C -0.5517 -3.7887 -3.3566 -1.051
C 1.1343 2.2603 3.2514 0.173
H 1.9793 2.7713 0.9614 0.040
H -2.2597 -1.5717 1.5374 0.150
H 3.0303 2.8543 2.7974 0.300
H -0.3737 2.3883 1.0214 0.031
H -0.5327 -4.6147 -2.6356 0.260
H -1.1017 -1.6837 3.7484 0.341
H -1.7287 -0.1687 1.9894 -0.683
H 1.9513 2.3853 -2.9636 0.246
H -2.0427 2.1773 -0.6566 0.159
H -1.4407 3.6523 2.7824 0.321
H -2.9077 3.6703 -0.0946 0.358
H 1.0313 -2.7527 -2.2696 -0.633
H -1.3977 -0.0577 -0.4306 -0.130
H -1.0517 -5.5457 0.2584 0.367
H 0.0433 -3.6097 2.0454 0.500
H -0.5587 0.7123 -3.4106 0.306
H -1.2217 3.7073 -0.8636 0.166
H 1.1963 0.6653 0.1694 -0.234
H -1.7637 -3.9947 0.2014 0.211
H 1.3553 4.2673 0.0634 0.247
H 1.5803 3.9763 -2.4466 0.221
H -1.9217 2.0103 1.4954 0.389
H -0.2087 1.4923 -1.8656 0.438
H 1.5773 -3.6397 -3.7226 0.385
H 1.7483 -2.6777 -0.2606 0.316
H 0.4813 -1.2657 -3.5006 0.408
H 2.6003 1.1973 2.2364 0.304
H -2.4127 0.0763 -1.9556 0.540
H 1.3023 -1.2647 -1.0396 0.121
H -0.7347 -4.1347 -4.3436 0.399
H -1.2797 -1.2167 -1.8896 -0.429
H -0.0147 -4.1787 -0.2096 0.032
H 0.8803 0.4343 3.7114 0.300
H 1.5613 0.7363 -2.3746 -0.045
H -0.6017 1.4523 3.7304 0.286
H -1.3597 -3.1157 -3.1286 0.217
H 0.5583 0.4673 1.8444 -0.522
H -3.3227 -0.4547 2.3224 0.474
```

Results
spin multiplicity	1
energy above the lowest of the compared OMol25 structures with the same formula, charge and spin	3.932	eV
gap between HOMO and LUMO	9.4	eV
LUMO energy	-0.05	eV
SMILES string	NC(N)=O.NC(N)=O.NC(N)=O.CCO.CCO.CCO.CO.CO